1.
{"formula": "C18H17AsCuN4O6S4", "method": "wB97M-V/def2-TZVPD", "elements": ["As", "Cu", "S", "S", "S", "S", "O", "O", "O", "O", "O", "O", "N", "N", "N", "N", "C", "C", "C", "C", "C", "C", "C", "C", "C", "C", "C", "C", "C", "C", "C", "C", "C", "C", "H", "H", "H", "H", "H", "H", "H", "H", "H", "H", "H", "H", "H", "H", "H", "H", "H"], "coordinates": [[-2.34, -3.57, 0.17], [-0.18, -1.68, 0.47], [-0.24, -4.06, 0.64], [-2.27, -1.36, 0.07], [-3.66, -4.11, 1.78], [-2.87, -4.37, -1.75], [3.80, -0.98, 4.46], [2.55, -0.98, 6.31], [1.73, -1.64, 0.65], [-0.23, 1.21, -6.27], [3.37, -1.19, 2.08], [1.17, 5.46, -1.26], [0.13, -1.02, -1.85], [-0.02, 0.83, 0.09], [-0.18, -1.28, 2.72], [0.21, -1.17, 4.87], [0.08, -2.01, -2.73], [-0.01, 2.63, -1.47], [-0.12, 1.71, 1.07], [-0.05, 0.57, -3.61], [2.65, -1.04, 5.10], [-0.08, 5.03, -0.72], [2.16, -1.36, 1.79], [-0.74, -1.24, 3.90], [-2.21, -1.30, 4.14], [-0.10, 3.56, -0.43], [0.06, 0.23, -2.26], [-0.10, -0.46, -4.54], [-0.17, 3.08, 0.87], [1.44, -1.17, 4.26], [-0.05, -1.77, -4.09], [1.18, -1.25, 2.92], [0.03, 1.27, -1.18], [-0.24, -0.19, -6.01], [-0.25, 3.76, 1.71], [-0.11, 1.59, -3.95], [-1.18, -0.64, -6.36], [-0.12, -2.60, -4.78], [-2.51, -2.31, 4.43], [-0.32, 1.33, -7.22], [-0.17, 1.29, 2.07], [-2.52, -0.58, 4.90], [0.09, -1.17, 5.87], [-2.71, -1.11, 3.19], [-0.83, 5.29, -1.47], [-0.31, 5.59, 0.19], [0.58, -0.68, -6.54], [0.09, -3.02, -2.33], [0.04, 2.99, -2.49], [3.66, -1.03, 3.45], [1.86, 4.93, -0.85]], "orbital_gap_ev": [4.49, 4.48], "e_above_lowest_ev": 0.511, "charge": -2, "spin_multiplicity": 2, "s_squared": 0.755}

2.
{"formula": "C2H4N3OP", "method": "wB97M-V/def2-TZVPD", "elements": ["P", "O", "N", "N", "N", "C", "C", "H", "H", "H", "H"], "coordinates": [[1.87, -0.42, 0.35], [0.87, 0.93, 0.25], [-2.74, 0.16, 0.17], [-0.84, -0.94, 0.17], [-2.15, -0.99, 0.18], [-1.80, 1.07, 0.21], [-0.56, 0.37, 0.23], [1.70, -0.98, -0.84], [3.00, 0.38, 0.02], [-1.82, 2.15, 0.25], [-2.68, -1.77, -0.15]], "orbital_gap_ev": [6.13, 6.30], "e_above_lowest_ev": 2.225, "charge": 0, "spin_multiplicity": 3, "s_squared": 2.022}

3.
{"formula": "C10H14Cl2NO", "method": "wB97M-V/def2-TZVPD", "elements": ["Cl", "Cl", "O", "N", "C", "C", "C", "C", "C", "C", "C", "C", "C", "C", "H", "H", "H", "H", "H", "H", "H", "H", "H", "H", "H", "H", "H", "H"], "coordinates": [[-0.34, 1.87, -1.66], [-2.03, 2.74, 0.37], [-3.54, 0.43, -0.12], [-1.94, -0.71, -1.34], [1.80, -0.59, 0.17], [2.64, 1.71, 0.26], [-2.22, -1.24, 1.11], [-2.78, -0.63, -0.17], [3.93, -0.11, -0.76], [2.93, -1.06, -0.37], [1.60, 0.76, 0.56], [-0.39, 2.23, 0.05], [3.72, 1.20, -0.47], [0.28, 1.34, 1.06], [-2.39, -0.82, -2.16], [-0.47, 0.54, 1.32], [-1.21, 0.12, -1.40], [3.00, -2.11, -0.48], [4.86, -0.61, -1.07], [-1.22, -1.50, -1.04], [4.50, 1.90, -0.66], [1.07, -1.28, 0.37], [-1.76, -2.17, 0.92], [-3.06, 1.27, 0.33], [0.38, 1.82, 1.95], [-1.38, -0.61, 1.42], [2.60, 2.76, 0.49], [-3.05, -1.46, 1.89]], "orbital_gap_ev": [7.52, 8.61], "e_above_lowest_ev": 5.661, "charge": 1}

| no. | energy (eV) | largest force on an atom (eV/A) | M (g/mol) |
| --- | --- | --- | --- |
| 1 | -186012.540 | 1.30 | 652.09 |
| 2 | -17938.212 | 8.11 | 117.05 |
| 3 | -39167.933 | 7.81 | 235.13 |